{"formula": "C31H49N2O8PS2", "method": "the ωB97M-V functional and the def2-TZVPD basis", "charge": 0, "e_lumo_ev": -1.017, "smiles": "CC(=O)NCCCCc1c(CCN)c(P(C)C)c(C[C@@H](C)O)c2c1C(=O)C=CC2=O.O=S1(=O)CCCC1.O=S1(=O)CCCC1", "homo_lumo_gap_ev": 6.634, "elements": ["C", "C", "O", "N", "C", "C", "C", "C", "C", "C", "C", "C", "N", "C", "P", "C", "C", "C", "C", "C", "C", "O", "C", "C", "C", "O", "C", "C", "C", "O", "H", "H", "H", "H", "H", "H", "H", "H", "H", "H", "H", "H", "H", "H", "H", "H", "H", "H", "H", "H", "H", "H", "H", "H", "H", "H", "H", "H", "H", "H", "H", "H", "H", "O", "S", "O", "C", "C", "C", "C", "H", "H", "H", "H", "H", "H", "H", "H", "O", "S", "O", "C", "C", "C", "C", "H", "H", "H", "H", "H", "H", "H", "H"], "positions_angstrom": [[-0.276974, 3.427130, 5.055778], [-1.512421, 3.820481, 4.242652], [-2.342129, 4.547027, 4.756481], [-1.714479, 3.353015, 2.905739], [-1.327900, 1.939513, 2.690682], [0.106830, 1.771007, 2.129372], [1.067347, 0.958437, 3.031800], [1.067787, -0.543891, 2.641003], [2.076333, -0.881134, 1.566813], [3.445387, -0.790979, 1.815743], [4.029649, -0.368324, 3.151728], [3.602169, -1.240069, 4.366499], [2.860728, -0.488611, 5.397289], [4.346793, -1.071508, 0.813786], [6.172920, -0.929046, 1.005473], [6.823675, -2.306838, 2.041466], [6.654398, 0.700001, 1.732309], [3.896892, -1.498009, -0.435716], [4.872883, -1.858583, -1.542427], [5.310400, -0.656199, -2.407896], [4.925268, 0.722091, -1.884732], [6.727184, -0.720806, -2.600234], [2.560166, -1.604107, -0.662220], [1.647159, -1.284000, 0.339688], [0.193725, -1.423412, -0.029114], [-0.706133, -0.676613, 0.313262], [-0.114470, -2.568347, -0.940509], [0.749604, -2.862001, -1.887738], [2.021089, -2.080483, -1.987454], [2.534617, -1.840129, -3.064681], [0.601907, 3.514496, 4.419281], [-0.408000, 2.406192, 5.413402], [-0.226131, 4.076573, 5.921746], [-1.242018, 3.938398, 2.228197], [-2.033340, 1.567840, 1.948485], [-1.475616, 1.340403, 3.589519], [0.527857, 2.735594, 1.847025], [0.022456, 1.208658, 1.200458], [2.047468, 1.416952, 2.944006], [0.682795, 1.007042, 4.048673], [0.059235, -0.738781, 2.292933], [1.188665, -1.181955, 3.510421], [3.842632, 0.685513, 3.347731], [5.108359, -0.457408, 3.117415], [3.006046, -2.094286, 4.044327], [4.489860, -1.634932, 4.862763], [2.722630, 0.474160, 5.129497], [1.942649, -0.874214, 5.564286], [7.867762, -2.110765, 2.285266], [6.820900, -3.194940, 1.415460], [6.304601, -2.467148, 2.990527], [7.554741, 1.084796, 1.264269], [5.857293, 1.440662, 1.705448], [6.905145, 0.572895, 2.792669], [4.417424, -2.626663, -2.157600], [5.775551, -2.309750, -1.143684], [4.860190, -0.764505, -3.397473], [3.843359, 0.846286, -1.817411], [5.321161, 1.461914, -2.582461], [5.350163, 0.949709, -0.908547], [6.939270, -0.328057, -3.449509], [-1.042259, -3.110053, -0.820611], [0.607509, -3.656823, -2.608932], [-1.683476, 3.188564, -1.171797], [-3.004660, 2.625869, -1.028780], [-3.703553, 2.654377, 0.230193], [-4.058719, 3.302978, -2.305887], [-3.881052, 2.352017, -3.485754], [-3.902262, 0.940133, -2.891264], [-2.984103, 0.944649, -1.660991], [-3.758202, 4.325429, -2.522758], [-5.082498, 3.282934, -1.932987], [-4.664451, 2.487918, -4.229970], [-2.919121, 2.534301, -3.970424], [-4.919845, 0.690734, -2.590954], [-3.584901, 0.193891, -3.616225], [-3.335824, 0.270234, -0.884278], [-1.957005, 0.699209, -1.923691], [-5.873217, -0.457265, -4.893472], [-7.257724, -0.541635, -4.498070], [-8.180640, 0.535375, -4.741228], [-7.940816, -2.064167, -5.143062], [-7.659023, -3.096128, -4.055715], [-7.983105, -2.401999, -2.726497], [-7.333978, -1.012940, -2.763651], [-7.472098, -2.298247, -6.096005], [-9.011706, -1.914276, -5.277186], [-8.254456, -3.996802, -4.197457], [-6.604842, -3.381711, -4.076775], [-9.065258, -2.299983, -2.624134], [-7.627210, -2.977304, -1.873039], [-7.918671, -0.273781, -2.221586], [-6.316349, -1.035789, -2.378973]], "forces_ev_per_angstrom": [[-0.65, -0.09, -0.52], [-0.94, 0.94, 0.49], [0.73, -0.35, -0.49], [0.40, -0.82, 1.10], [0.40, 0.59, -1.00], [-0.06, -0.78, -0.02], [-0.74, -0.02, -0.42], [-0.14, 0.60, 0.08], [-0.85, 0.49, 1.38], [0.67, 0.45, 0.75], [-0.28, -0.81, 0.57], [-0.35, 0.62, 0.38], [-0.01, -0.09, 0.04], [0.73, -0.17, 0.57], [1.29, 0.11, -1.99], [-0.43, 0.52, 0.62], [-0.18, -0.45, 1.35], [1.54, -0.30, -0.90], [0.09, 0.02, 0.12], [0.01, 0.15, -0.45], [0.00, 0.08, -0.09], [0.17, -0.30, 0.30], [-0.91, -0.30, -0.92], [-0.87, -0.19, -0.91], [-0.53, 0.04, 0.00], [0.39, -0.49, -0.15], [-0.11, 0.06, 0.49], [0.78, -0.31, -0.50], [0.02, 0.34, -0.14], [-0.38, -0.26, 0.56], [0.17, -0.18, 0.18], [0.24, -0.09, -0.07], [0.08, 0.11, -0.01], [-0.30, 0.21, -0.06], [-0.06, -0.10, 0.06], [-0.04, 0.20, 0.16], [-0.01, 0.14, 0.23], [0.05, 0.23, -0.12], [0.16, -0.16, 0.35], [0.39, 0.24, 0.20], [0.05, -0.17, -0.02], [0.33, 0.03, 0.12], [-0.13, 0.04, 0.11], [-0.08, 0.05, -0.25], [0.10, -0.07, -0.12], [0.13, -0.10, -0.24], [0.03, 0.05, -0.04], [0.01, -0.05, 0.04], [0.04, 0.22, -0.15], [-0.21, -0.14, 0.09], [-0.07, -0.23, -0.07], [-0.10, -0.05, -0.39], [-0.05, -0.01, -0.25], [-0.04, 0.13, 0.01], [0.05, 0.08, -0.23], [0.06, 0.16, 0.20], [-0.27, -0.07, 0.12], [-0.03, -0.02, -0.09], [-0.12, 0.07, -0.01], [0.11, -0.16, 0.05], [-0.04, 0.06, -0.04], [-0.19, 0.24, 0.03], [-0.12, 0.12, -0.14], [0.02, 0.06, 0.23], [-0.26, -0.17, -0.15], [0.21, 0.10, 0.11], [-0.07, 0.03, -0.36], [0.03, -0.05, 0.01], [0.13, 0.07, 0.06], [-0.13, -0.28, -0.30], [0.06, 0.01, 0.15], [0.03, 0.01, 0.07], [0.00, -0.02, 0.00], [-0.01, 0.04, 0.01], [-0.01, 0.04, 0.00], [-0.06, -0.02, 0.00], [0.14, 0.09, 0.13], [0.04, 0.09, 0.09], [-0.06, 0.17, -0.07], [-0.27, -0.24, 0.07], [0.22, 0.18, -0.10], [-0.03, -0.36, 0.00], [0.06, 0.06, 0.08], [-0.03, -0.03, -0.06], [-0.10, -0.23, 0.31], [0.03, 0.16, -0.02], [0.01, 0.08, -0.01], [0.01, 0.00, -0.01], [-0.01, -0.01, -0.04], [0.01, 0.01, -0.02], [0.00, 0.02, 0.01], [0.08, 0.12, -0.09], [0.03, 0.03, -0.09]], "lowdin_charge": [-0.004, -0.478, 0.074, 0.032, -0.186, -0.163, -0.176, -0.108, -0.092, -0.136, -0.137, -0.239, -0.001, -0.239, 0.957, -0.266, -0.286, -0.172, -0.117, -0.407, -0.036, -0.056, -0.052, -0.032, -0.282, 0.086, 0.026, 0.026, -0.294, 0.111, 0.078, 0.072, 0.079, 0.122, 0.090, 0.119, 0.111, 0.082, 0.095, 0.079, 0.101, 0.095, 0.108, 0.039, 0.107, 0.095, 0.044, 0.058, 0.039, 0.030, 0.027, 0.030, 0.041, 0.034, 0.107, 0.083, 0.130, 0.087, 0.083, 0.053, 0.084, 0.123, 0.124, -0.326, 0.656, -0.324, -0.226, -0.209, -0.224, -0.219, 0.108, 0.108, 0.117, 0.121, 0.087, 0.111, 0.100, 0.098, -0.321, 0.662, -0.318, -0.230, -0.221, -0.212, -0.221, 0.108, 0.109, 0.115, 0.119, 0.118, 0.114, 0.107, 0.090]}